52
Properties=species:S:1:pos:R:3:forces:R:3 method="wB97M-V/def2-TZVPD" max_force_ev_per_a=1.40 charge=0 homo_ev=-7.703 orbital_gap_ha=0.3051 smiles="COc1cccc(Cn2c(NCc3ccccn3)nc3c2c(=O)n(C)c(=O)n3C)c1" e_lumo_ev=0.60 de_lowest_kj_mol=0.00
C 3.306527 1.335855 0.654864 0.11 -0.18 -0.23
O 2.763804 2.061459 1.731085 -0.22 0.20 0.30
C 1.434963 2.353580 1.711707 -0.16 0.09 0.00
C 0.943733 3.036577 2.826545 0.14 -0.04 -0.05
C -0.393052 3.358760 2.908146 0.14 -0.02 0.06
C -1.263407 3.007995 1.887649 -0.10 -0.08 -0.25
C -0.782023 2.344152 0.770779 -0.04 0.16 0.20
C -1.701334 1.963832 -0.363125 -0.11 0.38 0.08
N -1.479810 0.605422 -0.793572 0.00 -0.35 0.09
C -1.581617 -0.525325 -0.053552 -0.07 0.22 -0.46
N -2.021129 -0.516548 1.231211 -0.16 0.19 0.20
C -1.801529 -1.715247 2.012687 -0.14 -0.08 0.03
C -0.418630 -1.753011 2.618157 0.15 -0.25 -0.05
C 0.247478 -2.953479 2.840967 0.01 0.15 0.04
C 1.510823 -2.915383 3.405567 -0.04 0.07 0.01
C 2.061865 -1.684949 3.730099 -0.05 -0.06 -0.03
C 1.316296 -0.546417 3.470410 0.29 -0.01 0.15
N 0.111906 -0.576449 2.926327 -0.39 0.13 -0.08
N -1.297397 -1.625657 -0.744420 0.11 -0.43 0.01
C -0.991223 -1.181701 -1.982696 -0.18 1.36 0.25
C -1.083939 0.197499 -2.059406 0.13 -0.78 -0.30
C -0.796313 0.927341 -3.243384 -0.06 -0.14 0.38
O -0.838411 2.138564 -3.394210 -0.02 0.18 0.03
N -0.426316 0.066184 -4.287634 0.03 0.13 -0.21
C -0.107384 0.670211 -5.570300 0.06 0.15 -0.25
C -0.329171 -1.314470 -4.250640 0.00 -0.14 0.10
O 0.006365 -1.947729 -5.230173 0.08 -0.09 -0.29
N -0.623455 -1.934139 -3.053121 0.00 -0.03 0.02
C -0.550320 -3.373376 -2.942079 0.04 -0.29 -0.04
C 0.566134 2.016995 0.683663 0.26 -0.01 -0.03
H 2.830885 0.354220 0.554850 0.00 0.04 -0.01
H 4.361208 1.202662 0.890625 -0.07 -0.01 -0.06
H 3.214513 1.883824 -0.288081 -0.02 -0.03 0.03
H 1.633144 3.300716 3.612834 0.09 0.03 0.11
H -0.765302 3.882436 3.775527 -0.02 0.04 0.09
H -2.311560 3.258769 1.957210 -0.13 0.01 0.00
H -1.510332 2.598813 -1.234972 -0.11 -0.12 0.13
H -2.747620 2.086806 -0.062077 0.10 0.02 -0.02
H -1.799997 0.331575 1.741829 0.05 -0.04 -0.05
H -2.547192 -1.736447 2.815083 0.07 -0.08 -0.10
H -1.952614 -2.573202 1.356692 -0.05 0.02 0.17
H -0.216179 -3.889779 2.571818 -0.05 -0.10 -0.06
H 2.058282 -3.829112 3.587061 0.04 -0.06 0.01
H 3.043400 -1.609946 4.170852 0.08 0.03 0.04
H 1.694348 0.439155 3.704237 0.14 0.06 0.05
H -0.231732 1.745411 -5.463393 0.02 -0.13 -0.04
H -0.775952 0.282793 -6.338560 0.06 0.02 0.01
H 0.918617 0.430526 -5.848752 -0.06 0.01 -0.03
H -1.538187 -3.777499 -2.720215 0.03 -0.05 0.00
H 0.130468 -3.642723 -2.135008 -0.02 -0.04 -0.02
H -0.189122 -3.761376 -3.892425 -0.05 0.02 0.14
H 0.917491 1.501836 -0.196690 0.08 -0.10 -0.08



101
Properties=species:S:1:pos:R:3:forces:R:3 method="wB97M-V/def2-TZVPD" max_force_ev_per_a=3.49 charge=+3 homo_ev=-14.757 orbital_gap_ha=0.3630 e_lumo_ev=-4.88 de_lowest_kj_mol=0.00
C 3.315868 2.249003 0.874590 0.46 -1.04 0.18
O 4.071972 1.831635 -0.246953 0.71 0.72 -0.78
C 4.449325 2.930706 -1.103512 1.22 -0.20 0.69
C 4.684955 2.411335 -2.531111 -1.20 -0.15 -0.47
N 3.516437 1.547871 -2.958985 -0.71 1.87 0.98
H 3.261665 0.831710 -2.297463 0.63 -0.53 0.69
H 2.690811 2.232576 -2.810683 0.22 -0.80 -0.69
C 3.590202 0.957615 -4.301484 2.36 -0.61 0.98
C 4.679291 -0.171509 -4.347134 -0.77 1.10 1.30
O 4.556789 -0.920657 -3.131743 0.08 0.21 -1.50
C 5.702234 -1.728387 -2.859450 -0.86 -0.66 0.86
H 2.474181 2.755470 0.515456 -1.29 1.44 -0.42
H 3.871055 2.821539 1.630852 0.05 -0.14 -0.30
H 2.878128 1.349653 1.296601 0.40 -0.25 0.37
H 5.378169 3.454769 -0.729900 -0.62 -0.77 -0.35
H 3.694610 3.714425 -1.076139 -0.42 -0.19 -0.30
H 5.567135 1.856213 -2.784739 0.68 -0.25 0.73
H 4.643261 3.231637 -3.257104 0.12 0.15 0.36
H 3.977462 1.730962 -4.929513 -0.55 0.47 -0.95
H 2.626145 0.591559 -4.468219 -1.41 -0.41 -0.95
H 5.647944 0.349727 -4.356950 0.05 -0.40 -0.17
H 4.544231 -0.733309 -5.271223 0.09 -0.30 0.10
H 5.512944 -2.008803 -1.783750 0.68 -0.26 -1.31
H 6.592500 -1.145568 -2.953822 0.74 0.64 0.24
H 5.859621 -2.576228 -3.571171 -0.65 0.34 0.70
C 0.229896 4.534650 7.087883 -0.61 0.34 0.63
O 1.203634 3.789655 7.788408 0.69 -0.08 0.44
C 2.465473 3.777537 7.163586 0.41 1.19 -0.67
C 2.952798 2.347791 7.151014 -0.16 0.15 0.61
N 2.881919 2.008824 8.621964 0.43 1.68 0.27
H 3.521156 2.677229 9.160303 -0.83 -1.14 -0.92
H 1.919657 2.336609 8.863281 0.45 -0.48 0.22
C 3.128737 0.606987 8.992802 -0.78 -1.19 -1.24
C 4.402226 -0.036596 8.401640 0.89 2.73 0.19
O 4.181174 -0.523940 7.108109 0.52 -0.23 0.15
C 4.300537 -1.952435 7.129209 -0.84 -0.17 1.13
H -0.000639 4.051344 6.158392 -0.16 -0.28 -0.66
H 0.561110 5.558228 6.894249 -0.05 -0.03 0.17
H -0.660673 4.523586 7.723924 0.17 0.21 -0.23
H 3.238068 4.422754 7.665244 -0.72 -0.51 0.26
H 2.395185 4.294522 6.202576 0.05 -0.70 -0.35
H 3.992291 2.292986 6.891800 0.39 -0.25 -0.57
H 2.323534 1.616866 6.607679 0.40 0.51 0.27
H 2.265187 0.057615 8.589292 0.22 0.01 0.13
H 3.029201 0.590770 10.042716 0.35 -0.33 1.32
H 4.731604 -0.853658 9.022317 0.18 0.08 0.63
H 5.223560 0.817038 8.399804 -1.20 -1.80 -0.06
H 5.252115 -2.354744 7.510922 -0.08 0.56 -0.26
H 4.092214 -2.316927 6.163883 0.05 -0.28 -1.29
H 3.495397 -2.352990 7.769948 0.27 0.00 -0.04
C -3.105110 -5.124206 -2.501652 1.29 1.38 -2.94
O -3.989125 -5.837953 -3.299558 -1.64 -1.77 -1.09
C -5.064752 -5.207021 -3.991777 1.21 -1.26 -0.28
C -5.600585 -6.271667 -5.037320 -0.20 0.69 2.29
N -5.314801 -7.646163 -4.554142 1.59 -0.70 0.11
H -5.467235 -8.338157 -5.299660 -0.49 0.25 0.17
H -4.283494 -7.745203 -4.417119 -0.65 0.38 0.55
C -6.026187 -8.101078 -3.304635 -0.89 0.68 -1.06
C -5.545319 -9.404255 -2.889473 -0.53 -3.12 -0.13
O -4.203898 -9.364785 -2.693800 2.22 -0.52 0.20
C -3.616459 -10.685394 -2.449973 -0.45 1.12 0.53
H -3.416755 -4.073772 -2.541466 0.55 -0.10 0.80
H -2.099046 -5.279848 -2.956523 -0.44 0.79 -0.07
H -2.948321 -5.597030 -1.602715 -0.58 -0.59 2.62
H -4.699464 -4.330812 -4.469431 0.44 0.67 -1.12
H -5.783775 -4.796969 -3.327225 -1.18 -0.31 0.86
H -5.174826 -6.172358 -5.984936 1.07 0.24 -1.36
H -6.656649 -6.210773 -5.191307 -0.76 0.23 0.16
H -7.034468 -8.219233 -3.613577 -1.17 0.03 -0.20
H -6.023151 -7.366054 -2.535101 0.61 0.80 0.34
H -5.828389 -10.207671 -3.610347 0.27 0.53 -0.53
H -6.048738 -9.856458 -2.036178 -0.46 0.78 0.70
H -2.561077 -10.466796 -2.208771 -0.71 -0.40 0.35
H -3.622609 -11.251170 -3.371785 -0.23 -0.30 -0.24
H -4.233911 -11.197937 -1.652772 1.07 0.43 -0.70
C -0.959473 5.140613 1.675748 0.25 0.23 -1.05
O -1.600989 5.808099 0.542049 0.55 -0.25 0.93
C -2.779734 5.207041 0.030442 -0.32 0.20 1.46
C -2.450137 4.223595 -1.041807 2.19 -1.20 -0.92
N -1.453815 4.839177 -2.080883 -0.05 -0.69 1.31
H -0.773024 5.413372 -1.574628 -0.37 0.10 0.49
H -0.784746 4.091319 -2.408848 -0.50 0.11 -0.09
C -2.036930 5.648603 -3.157480 -0.43 -0.10 -0.02
C -2.692218 4.755049 -4.203370 -1.49 0.52 -0.37
O -3.960870 4.280194 -3.764290 -0.48 0.29 -0.24
C -4.635384 3.658117 -4.886658 -0.37 0.87 1.04
H -0.113085 5.772014 1.989583 -0.56 -0.07 -0.18
H -0.539072 4.175053 1.387358 -0.01 -0.07 -0.27
H -1.622155 4.945006 2.512675 -0.43 0.36 0.04
H -3.417414 6.004393 -0.354561 0.14 0.13 -0.06
H -3.360061 4.763392 0.885150 0.38 -0.04 -0.95
H -3.269809 3.777660 -1.571541 -0.62 0.39 -0.41
H -1.868162 3.341603 -0.711995 -0.20 0.56 0.44
H -1.202653 6.192852 -3.605023 -0.22 0.08 -0.08
H -2.738670 6.362170 -2.657769 0.40 -0.52 -0.82
H -2.167899 3.820339 -4.422356 0.96 0.52 -0.31
H -2.889818 5.379375 -5.115807 0.63 -0.58 0.50
H -4.651092 4.366613 -5.741521 -0.58 -0.26 0.52
H -5.637543 3.321101 -4.501816 1.06 0.45 -0.74
H -4.021243 2.844534 -5.207650 0.17 -1.00 -0.26
Cl 1.061844 3.143833 -2.131153 -0.13 0.03 -0.01



99
Properties=species:S:1:pos:R:3:forces:R:3 method="wB97M-V/def2-TZVPD" max_force_ev_per_a=3.52 charge=+2 homo_ev="-12.246 / -12.245" orbital_gap_ha="0.1806 / 0.1839" e_lumo_ev="-7.33 / -7.24" multiplicity=2 s_squared=0.77 de_lowest_kj_mol=408.87
Rh -0.211081 -0.129522 0.199068 -2.95 -1.03 -1.61
N -1.772013 -1.115422 1.682680 0.60 0.43 -0.65
C -2.757472 -0.111189 2.094040 0.02 0.39 0.16
C -2.020447 1.102542 2.655073 -0.29 -0.35 -0.09
N -1.029803 1.621032 1.704131 0.94 0.21 0.36
C -1.454098 2.784644 0.915538 -0.16 -0.09 -0.39
C -1.985058 2.368685 -0.451951 0.02 0.25 0.28
N -0.950130 1.617561 -1.178858 0.19 -0.70 0.56
H -2.209656 -1.890017 1.193390 0.10 -0.05 -0.03
H -1.300853 -1.495025 2.499003 0.02 -0.10 -0.05
H -3.450713 -0.487078 2.851566 0.02 -0.05 -0.07
H -3.338785 0.174070 1.217189 -0.03 -0.05 0.01
H -1.511380 0.806082 3.575295 0.04 0.03 -0.02
H -2.751140 1.870414 2.922339 0.06 0.02 0.05
H -0.190682 1.872520 2.211578 -0.13 0.17 0.12
H -0.593087 3.443284 0.782485 -0.03 0.01 0.01
H -2.234481 3.351992 1.430300 0.09 0.04 0.05
H -2.291420 3.264107 -0.998900 -0.07 -0.08 -0.02
H -2.851478 1.718464 -0.332609 -0.02 0.06 -0.06
H -0.195804 2.247857 -1.435166 0.01 -0.05 -0.09
H -1.334315 1.214137 -2.026453 0.08 0.04 -0.06
C 2.070430 0.259769 2.823688 0.08 0.01 0.07
O 1.997450 0.209528 1.400813 -0.04 0.09 0.12
C 3.189334 0.177652 0.715520 0.13 0.03 -0.14
C 4.420333 0.283511 1.335241 -0.02 0.00 0.09
C 5.576508 0.273031 0.563058 0.07 -0.04 0.02
Br 7.241773 0.429474 1.444215 -0.16 -0.02 -0.15
C 5.515215 0.151208 -0.804753 -0.09 0.00 0.03
C 4.273569 0.037325 -1.444752 -0.04 -0.06 0.26
C 3.114791 0.052185 -0.675428 0.22 0.01 0.05
O 1.847175 -0.065938 -1.257515 -0.38 0.39 0.25
C 4.312497 -0.051844 -2.907722 0.43 0.01 -0.48
N 5.439362 0.042093 -3.560926 0.05 -0.02 0.53
C 5.131426 -0.031010 -4.894098 -0.59 -0.12 -0.27
C 5.967730 0.000012 -6.011930 -0.08 0.01 0.07
C 5.372940 -0.063511 -7.253235 0.12 0.00 0.04
C 3.980230 -0.135664 -7.395266 -0.17 -0.03 0.05
C 3.136306 -0.181442 -6.301679 -0.12 -0.08 -0.08
C 3.735964 -0.156708 -5.049870 0.60 0.16 -0.15
N 3.234751 -0.165791 -3.762682 -0.33 0.09 0.15
H 2.664666 -0.566581 3.217146 -0.02 0.00 -0.01
H 1.047658 0.163782 3.184677 0.00 0.00 0.00
H 2.495023 1.207370 3.161615 -0.01 -0.02 -0.01
H 4.514353 0.394017 2.403731 -0.06 0.00 0.04
H 6.397645 0.145485 -1.425210 0.07 0.01 0.03
H 1.766528 0.601045 -1.952322 0.09 0.08 0.06
H 7.038952 0.070368 -5.890746 0.03 0.03 -0.01
H 5.988994 -0.050338 -8.141157 0.01 0.03 -0.02
H 3.554345 -0.151494 -8.388580 -0.01 -0.01 -0.02
H 2.061582 -0.217758 -6.424769 -0.02 -0.05 -0.03
H 2.300823 -0.435544 -3.515033 0.06 -0.16 -0.02
C -3.248452 -0.976129 -2.046133 0.13 -0.11 -0.17
C -1.928527 -1.716514 -2.076983 -0.49 0.65 0.52
O -1.756446 -2.605481 -2.966638 0.94 -0.78 -0.41
N -1.014597 -1.520634 -1.192447 1.71 0.40 0.75
Te 0.494267 -3.071053 -1.942313 0.98 0.84 1.75
C 1.821167 -4.535903 -2.975056 -1.68 -0.31 -1.56
C 2.904802 -5.072396 -2.305146 -0.27 0.24 0.66
C 3.331971 -4.575140 -0.949752 -0.19 -0.20 -0.02
C 3.592826 -6.102692 -2.942379 -0.03 0.18 -0.28
C 3.253445 -6.526320 -4.220627 0.05 0.03 0.08
C 4.016146 -7.618093 -4.909481 -0.12 -0.07 0.00
C 2.206013 -5.887152 -4.884753 0.08 0.18 -0.06
C 1.487855 -4.861620 -4.289889 0.00 -0.38 0.10
C 0.387250 -4.146502 -5.017410 -0.04 -0.11 0.20
C -0.150529 -4.297365 -0.332890 -0.10 -0.10 -0.17
C 0.191461 -3.959741 0.977961 0.01 0.18 -0.02
C 1.063446 -2.784923 1.307911 -0.16 0.01 0.01
C -0.309600 -4.728921 2.022246 -0.06 -0.05 -0.03
C -1.144635 -5.816352 1.798111 0.05 0.10 -0.11
C -1.679781 -6.633112 2.934779 0.05 -0.07 -0.03
C -1.474839 -6.122371 0.480802 0.00 -0.01 0.11
C -1.001309 -5.382685 -0.593422 0.09 -0.01 -0.20
C -1.408750 -5.745633 -1.993495 0.05 -0.06 0.03
H -4.045696 -1.713064 -1.963143 -0.06 0.05 -0.04
H -3.389330 -0.428751 -2.977317 -0.06 -0.04 -0.03
H -3.286572 -0.294121 -1.200974 -0.02 -0.01 0.02
H 2.998601 -3.543900 -0.816703 0.17 0.03 0.19
H 4.415782 -4.604955 -0.854754 0.00 0.02 0.00
H 2.898843 -5.194812 -0.161131 0.01 0.08 0.08
H 4.421667 -6.562373 -2.418261 0.09 0.04 -0.02
H 4.819257 -8.001669 -4.284923 0.02 -0.02 -0.02
H 4.440385 -7.254072 -5.845422 0.05 0.00 0.02
H 3.344928 -8.440885 -5.159922 0.05 -0.04 0.00
H 1.946326 -6.196371 -5.890072 0.05 0.03 -0.05
H 0.296552 -4.493621 -6.043723 -0.02 0.06 -0.02
H 0.588645 -3.070240 -5.031580 -0.02 0.01 -0.11
H -0.573338 -4.295576 -4.515807 0.00 -0.01 -0.10
H 0.844864 -1.951317 0.614181 0.37 -0.27 0.22
H 2.123198 -3.029845 1.229615 0.05 0.12 -0.09
H 0.874278 -2.464135 2.332455 0.08 0.08 -0.01
H -0.037898 -4.478100 3.041629 0.03 0.04 0.01
H -1.366911 -6.231049 3.896029 -0.03 0.00 0.02
H -1.316751 -7.658841 2.861942 -0.01 -0.02 0.03
H -2.768647 -6.674470 2.905833 -0.01 0.01 0.02
H -2.127926 -6.965821 0.293307 -0.03 0.00 -0.08
H -2.137581 -6.552879 -1.992574 0.04 -0.04 0.01
H -0.535076 -6.069248 -2.565225 -0.05 -0.03 -0.06
H -1.858442 -4.891123 -2.499322 -0.02 -0.05 -0.05